C2H6OTl as an isolated structure at a distorted geometry, computed with the ωB97M-V functional and the def2-TZVPD basis.

```
10
C2H6OTl | the OMol25 dataset | the ωB97M-V functional and the def2-TZVPD basis
H 3.53 0.87 -0.32
C -1.47 0.34 0.02
O -0.07 0.46 0.09
C 0.72 -0.78 0.03
H -1.90 1.34 0.06
H -1.77 -0.16 -0.91
H -1.84 -0.26 0.88
H 0.48 -1.31 -0.90
H 0.42 -1.42 0.88
Tl 1.90 0.92 0.18
```

As for the HOMO-LUMO gap: 7.67 eV. The HOMO energy is -0.522 Ha. The calculation puts the energy at -8899.6486 eV. The value obtained for the molecular weight is 250.452 g/mol. The relative energy (zero: lowest compared OMol25 entry of this formula, charge and spin) is 0.000 eV. The multiplicity is 1. Its total charge is +1.

A 2-piece molecular cluster, C12H10N2O4 overall at a distorted geometry, computed with the ωB97M-V functional and the def2-TZVPD basis.

```
28
C12H10N2O4 | the OMol25 dataset | the ωB97M-V functional and the def2-TZVPD basis
O -1.83 -2.82 0.90
N -2.07 -2.99 -0.27
O -2.60 -3.98 -0.72
C -1.71 -1.92 -1.21
C -1.74 -2.17 -2.57
C -1.52 -1.13 -3.46
C -1.17 0.12 -2.97
C -1.18 0.38 -1.60
C -1.36 -0.68 -0.72
H -1.97 -3.18 -2.90
H -1.60 -1.30 -4.53
H -1.07 1.02 -3.56
H -1.01 1.38 -1.24
H -1.23 -0.53 0.35
O 2.48 -1.64 2.23
N 1.97 -0.74 2.86
O 1.60 -0.83 4.00
C 1.80 0.52 2.18
C 1.88 0.63 0.79
C 1.70 1.84 0.12
C 1.24 2.90 0.86
C 1.07 2.82 2.22
C 1.34 1.64 2.89
H 2.11 -0.23 0.17
H 1.91 1.77 -0.94
H 1.03 3.87 0.41
H 0.64 3.66 2.74
H 1.28 1.60 3.97
```

As for the HOMO-LUMO gap: 9.53 eV. The HOMO energy is -0.371 Ha. The calculation puts the energy at -23770.4976 eV. The value obtained for the molecular weight is 246.222 g/mol. The relative energy (zero: lowest compared OMol25 entry of this formula, charge and spin) is 1.247 eV. The multiplicity is 1. As for the SMILES: O=[N+]([O-])c1ccccc1.O=[N+]([O-])c1ccccc1.